No. 1
30
Properties=species:S:1:pos:R:3 method="wB97M-V/def2-TZVPD" largest_force_ev_per_a=4.94 energy_ev=-27422.6500 homo_lumo_gap_ev=9.4 de_lowest_kcal_mol=97.5
C -3.313 0.053 0.330
C -2.409 0.521 -0.497
C -2.952 -0.112 1.789
C 1.222 0.715 -2.394
C 1.067 -0.819 -2.453
C 1.783 1.000 -1.009
C 0.457 -1.442 -1.219
C -1.412 -0.222 2.073
C 1.265 0.256 0.258
O 1.140 -1.156 -0.011
Si -0.447 0.854 0.857
Si 2.545 0.120 1.695
H -4.370 -0.258 0.176
H -2.624 0.580 -1.608
H -3.347 0.824 2.472
H -3.443 -0.946 2.103
H 1.924 1.179 -3.030
H 0.202 1.141 -2.552
H 0.413 -1.008 -3.403
H 2.099 -1.405 -2.410
H 2.888 0.876 -0.962
H 1.809 2.150 -0.710
H -0.453 -0.947 -1.023
H 0.504 -2.572 -1.126
H -1.106 0.169 3.100
H -1.265 -1.356 2.128
H -0.544 2.233 1.048
H 1.628 -0.893 2.395
H 2.899 1.190 2.611
H 3.839 -0.725 1.375


No. 2
70
Properties=species:S:1:pos:R:3 method="wB97M-V/def2-TZVPD" largest_force_ev_per_a=4.78 charge=-1 energy_ev=-35176.3307 homo_lumo_gap_ev=4.4 de_lowest_kcal_mol=36.7
C 2.761 2.586 -0.856
C 1.207 2.678 -0.537
O 0.686 3.637 0.324
H 3.240 2.376 0.100
H 3.236 3.504 -1.204
H 3.089 1.752 -1.476
H 0.985 1.701 -0.108
H 0.809 2.433 -1.522
C 7.678 -4.383 3.842
C 6.900 -3.079 3.802
O 6.122 -3.098 4.872
H 8.263 -4.500 4.754
H 8.407 -4.324 3.033
H 6.952 -5.181 3.690
H 6.319 -2.944 2.890
H 7.647 -2.288 3.862
H 6.613 -2.838 5.655
C 3.238 4.080 8.180
C 2.733 4.505 6.752
O 1.322 4.486 6.677
H 2.773 3.126 8.426
H 3.089 4.846 8.940
H 4.271 3.732 8.200
H 3.078 3.918 5.901
H 2.893 5.573 6.604
H 1.175 4.167 5.784
C -4.552 -1.836 3.788
C -3.882 -0.579 4.231
O -4.094 0.517 3.322
H -4.135 -2.743 4.225
H -4.547 -1.935 2.702
H -5.609 -1.815 4.052
H -2.804 -0.717 4.325
H -4.198 -0.192 5.199
H -3.277 0.845 2.938
C -4.403 0.065 -7.597
C -4.609 1.580 -7.449
O -5.964 1.798 -7.271
H -3.517 -0.028 -8.225
H -5.157 -0.519 -8.126
H -4.260 -0.324 -6.590
H -4.209 2.126 -8.303
H -3.957 1.854 -6.619
H -6.364 2.611 -7.589
C 0.276 -4.260 -4.015
C -0.750 -4.900 -3.055
C -1.278 -6.341 -3.402
O -1.969 -6.533 -4.682
C -3.363 -6.358 -4.595
N -0.190 -4.711 -1.749
H 0.448 -3.195 -3.855
H -0.120 -4.208 -5.029
H 1.239 -4.765 -3.935
H -1.470 -4.093 -3.187
H -2.017 -6.626 -2.654
H -0.452 -7.050 -3.348
H -3.883 -7.113 -4.006
H -3.725 -6.358 -5.623
H -3.545 -5.389 -4.130
H -0.824 -5.110 -1.072
H -0.194 -3.718 -1.563
O 3.093 8.133 0.996
H 2.951 7.218 1.239
H 3.837 8.411 1.530
O 1.055 7.705 -4.610
H 1.323 6.808 -4.809
H 1.746 8.251 -4.985
O -5.830 5.980 2.190
H -5.518 5.150 2.552
H -6.784 5.902 2.201


No. 3
37
Properties=species:S:1:pos:R:3 method="wB97M-V/def2-TZVPD" largest_force_ev_per_a=2.86 energy_ev=-20839.9079 homo_lumo_gap_ev=9.3 de_lowest_kcal_mol=16.1 smiles="C=CC[C@H](N)CN.O.O.O.O.O.O"
C 0.184 2.700 2.702
C -0.043 1.835 1.734
C 0.462 0.447 1.766
C -0.550 -0.575 1.162
N -1.854 -0.459 1.869
C 0.029 -2.021 1.241
N 0.550 -2.508 -0.031
H 0.721 2.483 3.574
H -0.201 3.682 2.696
H -0.560 2.111 0.815
H 1.367 0.388 1.178
H 0.805 0.159 2.763
H -0.766 -0.323 0.093
H -1.785 -0.184 2.858
H -2.446 -1.301 1.820
H -0.726 -2.775 1.601
H 0.867 -2.061 2.011
H 1.301 -1.922 -0.385
H -0.127 -2.553 -0.804
O -1.061 -1.389 -2.419
H -0.190 -1.492 -2.767
H -1.610 -1.610 -3.118
O -2.911 1.539 -0.041
H -2.857 2.350 0.415
H -2.688 0.838 0.628
O 1.471 1.664 -0.850
H 0.505 1.483 -1.138
H 1.744 2.432 -1.361
O 2.893 -0.527 -1.349
H 3.434 -0.693 -0.608
H 2.364 0.232 -1.210
O 1.462 -1.817 -3.207
H 2.009 -1.493 -2.457
H 1.920 -1.470 -3.995
O -0.979 1.234 -1.850
H -1.010 0.244 -2.083
H -1.726 1.354 -1.253